The following is a quantum chemistry calculation of a molecular structure, C41H33AsN3PtSe2, from the OMol25 dataset.

Geometry (Å):
1 Pt 0.71 0.46 -0.14
2 Se 2.21 2.26 1.94
3 Se 1.50 3.49 0.07
4 C -0.38 3.06 -0.21
5 C -1.24 4.14 -0.30
6 C -2.57 3.92 -0.66
7 C -3.00 2.63 -0.88
8 C -2.10 1.59 -0.74
9 N -0.82 1.80 -0.43
10 C 3.23 0.81 1.15
11 C 4.57 0.69 1.48
12 C 5.31 -0.33 0.92
13 C 4.71 -1.18 0.01
14 C 3.38 -1.01 -0.29
15 N 2.64 -0.06 0.31
16 H -0.87 5.13 -0.09
17 H -3.25 4.76 -0.75
18 H -4.02 2.40 -1.16
19 H -2.39 0.56 -0.89
20 H 5.01 1.41 2.15
21 H 6.36 -0.44 1.17
22 H 5.27 -1.97 -0.49
23 H 2.86 -1.61 -1.02
24 N 1.46 0.80 -2.00
25 C 0.76 0.60 -3.04
26 C -0.65 0.10 -3.08
27 C -1.01 -1.11 -2.49
28 C -2.33 -1.54 -2.51
29 C -3.30 -0.77 -3.13
30 C -2.95 0.42 -3.75
31 C -1.62 0.84 -3.74
32 C 1.38 0.91 -4.37
33 C 1.07 0.16 -5.50
34 C 1.69 0.43 -6.71
35 C 2.61 1.46 -6.80
36 C 2.92 2.22 -5.68
37 C 2.31 1.94 -4.47
38 H -0.25 -1.72 -2.02
39 H -2.59 -2.49 -2.05
40 H -4.33 -1.11 -3.15
41 H -3.70 1.01 -4.26
42 H -1.34 1.76 -4.24
43 H 0.35 -0.64 -5.43
44 H 1.45 -0.16 -7.58
45 H 3.09 1.68 -7.75
46 H 3.63 3.03 -5.75
47 H 2.55 2.51 -3.58
48 C 2.00 -0.05 6.02
49 C 0.99 0.84 5.68
50 C 0.28 0.69 4.50
51 C 0.57 -0.38 3.65
52 C 1.59 -1.27 3.99
53 C 2.30 -1.10 5.17
54 As -0.30 -0.57 1.92
55 C -0.32 -2.49 1.76
56 C -0.85 -3.27 2.79
57 C -0.83 -4.65 2.68
58 C -0.28 -5.26 1.56
59 C 0.27 -4.49 0.55
60 C 0.25 -3.10 0.65
61 C -2.14 -0.06 2.21
62 C -3.19 -0.97 2.13
63 C -4.50 -0.53 2.31
64 C -4.76 0.80 2.58
65 C -3.71 1.71 2.65
66 C -2.41 1.29 2.45
67 H 2.54 0.08 6.94
68 H 0.75 1.67 6.34
69 H -0.50 1.39 4.25
70 H 1.82 -2.10 3.34
71 H 3.08 -1.80 5.43
72 H -1.26 -2.80 3.67
73 H -1.25 -5.26 3.48
74 H -0.27 -6.34 1.48
75 H 0.71 -4.96 -0.32
76 H 0.68 -2.49 -0.13
77 H -3.00 -2.01 1.92
78 H -5.31 -1.24 2.24
79 H -5.78 1.14 2.72
80 H -3.91 2.76 2.84
81 H -1.60 2.01 2.47

Properties
E_LUMO ... -3.17 eV
Relative energy (zero: lowest compared OMol25 entry of this formula, charge and spin) ... 0.090 eV
Total charge ... +1
Electronic energy ... -242296.065 eV
E_HOMO ... -0.3747 Eh

Here are the Löwdin charges for atoms 1 to 4, given in e: Pt 0.806; Se 0.675; Se 0.702; C -0.615


The following is a quantum chemistry calculation of C2H4O2S2 in the gas phase, from the OMol25 dataset.

Geometry (Å):
1 C -0.07 0.86 -0.27
2 C -0.89 -0.29 0.17
3 O -0.43 -1.29 0.64
4 O -2.17 0.03 0.12
5 S 1.60 0.65 0.50
6 S 2.87 -0.61 -0.48
7 H 0.05 1.20 -1.31
8 H -0.38 1.75 0.36
9 H 2.25 -1.62 0.04
10 H -2.83 -0.68 0.24

Properties
E_LUMO ... 0.52 eV
Relative energy (zero: lowest compared OMol25 entry of this formula, charge and spin) ... 0.214 eV
Structure (SMILES) ... O=C(O)CSS
Electronic energy ... -27904.123 eV
E_HOMO ... -0.3299 Eh

Here are the natural (NBO) charges for atoms 1 to 4, given in e: C -0.656; C 0.770; O -0.569; O -0.690


The following is a quantum chemistry calculation of C5H5IN4O in the gas phase, from the OMol25 dataset.

Geometry (Å):
1 C 1.65 1.79 -0.43
2 C -0.28 0.92 0.40
3 C 1.60 -0.42 -1.15
4 C -0.21 -2.62 0.42
5 C -1.65 1.21 0.74
6 N 1.99 0.76 -1.21
7 N 0.60 1.92 0.28
8 N -0.27 -1.44 0.84
9 N 0.15 -0.34 0.23
10 O 1.86 -1.56 -1.28
11 I -2.87 0.26 -0.80
12 H 2.24 2.72 -0.71
13 H -0.51 -3.46 1.15
14 H -0.13 -2.75 -0.67
15 H -2.04 2.19 0.56
16 H -2.14 0.82 1.62

Properties
E_LUMO ... -0.89 eV
Relative energy (zero: lowest compared OMol25 entry of this formula, charge and spin) ... 0.719 eV
Structure (SMILES) ... C=N/N=C(CI)/N=C\N=C=O
Electronic energy ... -21371.204 eV
E_HOMO ... -0.3267 Eh

Here are the natural (NBO) charges for atoms 1 to 4, given in e: C 0.342; C 0.398; C 0.882; C -0.072


The following is a quantum chemistry calculation of a molecular structure, C24H31AsCrN4, from the OMol25 dataset.

Geometry (Å):
1 Cr -0.80 -0.03 -0.85
2 N -2.60 0.76 -1.63
3 C -3.48 -0.41 -1.89
4 C -2.67 -1.50 -2.58
5 N -1.30 -1.68 -1.97
6 C -1.28 -2.85 -1.02
7 C -2.14 -2.52 0.17
8 N -1.71 -1.18 0.68
9 C -0.27 -1.86 -3.04
10 C 0.01 -0.52 -3.67
11 N 0.35 0.43 -2.56
12 H -3.07 1.43 -1.02
13 H -2.44 1.26 -2.50
14 H -4.33 -0.13 -2.51
15 H -3.89 -0.74 -0.93
16 H -2.54 -1.25 -3.63
17 H -3.21 -2.45 -2.55
18 H -0.24 -2.99 -0.72
19 H -1.60 -3.76 -1.53
20 H -2.04 -3.28 0.95
21 H -3.19 -2.48 -0.09
22 H -1.03 -1.32 1.42
23 H -2.49 -0.71 1.14
24 H -0.60 -2.60 -3.77
25 H 0.63 -2.25 -2.56
26 H -0.85 -0.12 -4.20
27 H 0.83 -0.58 -4.39
28 H 0.28 1.39 -2.90
29 H 1.34 0.33 -2.33
30 C 5.57 1.59 -0.23
31 C 4.64 2.45 0.33
32 C 3.33 2.03 0.53
33 C 2.98 0.74 0.15
34 C 3.91 -0.13 -0.42
35 C 5.21 0.30 -0.61
36 As 1.24 0.08 0.51
37 C 0.93 -0.50 2.31
38 C 1.52 -1.55 2.99
39 C 1.16 -1.78 4.31
40 C 0.21 -0.97 4.93
41 C -0.40 0.07 4.25
42 C -0.04 0.32 2.93
43 C -0.60 1.39 2.08
44 C -1.57 2.32 2.45
45 C -1.97 3.31 1.55
46 C -1.41 3.41 0.28
47 C -0.43 2.50 -0.11
48 C -0.05 1.49 0.78
49 H 6.59 1.92 -0.38
50 H 4.93 3.45 0.63
51 H 2.61 2.71 0.99
52 H 3.63 -1.14 -0.71
53 H 5.94 -0.36 -1.04
54 H 2.27 -2.18 2.52
55 H 1.63 -2.58 4.87
56 H -0.05 -1.16 5.97
57 H -1.13 0.69 4.76
58 H -2.00 2.30 3.44
59 H -2.71 4.03 1.86
60 H -1.70 4.22 -0.37
61 H 0.10 2.66 -1.04

Properties
E_LUMO (alpha / beta) ... -11.31 / -10.80 eV
Relative energy (zero: lowest compared OMol25 entry of this formula, charge and spin) ... 0.000 eV
Total charge ... +3
Electronic energy ... -120585.700 eV
E_HOMO (alpha / beta) ... -0.6372 / -0.6368 Eh
2S+1 ... 2

Here are the natural (NBO) charges for atoms 1 to 4, given in e: Cr 1.145; N -0.847; C -0.238; C -0.258


The following is a quantum chemistry calculation of a molecular structure, C31H40N5O5PtSSeSi, from the OMol25 dataset.

Geometry (Å):
1 Pt -0.14 -0.40 -0.36
2 O 1.77 0.06 -1.32
3 C 2.10 0.70 -2.36
4 C 3.37 1.36 -2.38
5 C 3.81 2.01 -3.50
6 C 3.02 2.03 -4.68
7 C 1.80 1.42 -4.70
8 C 1.29 0.77 -3.55
9 C 0.02 0.18 -3.62
10 N -0.65 -0.34 -2.61
11 N -1.85 -0.77 -2.91
12 C -2.46 -1.43 -1.91
13 O -1.88 -1.74 -0.84
14 C -3.88 -1.75 -2.12
15 C -4.63 -2.29 -1.07
16 C -5.99 -2.49 -1.23
17 C -6.61 -2.18 -2.43
18 C -5.87 -1.67 -3.48
19 C -4.51 -1.45 -3.34
20 H 3.96 1.32 -1.48
21 H 4.76 2.51 -3.49
22 H 3.39 2.53 -5.57
23 H 1.19 1.45 -5.59
24 H -0.47 0.16 -4.59
25 H -4.14 -2.54 -0.15
26 H -6.57 -2.90 -0.41
27 H -7.68 -2.32 -2.54
28 H -6.35 -1.44 -4.43
29 H -3.92 -1.05 -4.14
30 C -0.65 4.37 -0.72
31 C -1.43 3.46 0.22
32 C -2.00 4.26 1.39
33 C -2.54 2.75 -0.54
34 O -0.55 2.42 0.74
35 Si 0.75 2.55 1.70
36 S 1.74 0.54 1.38
37 O 0.56 2.91 3.23
38 C -0.13 2.89 4.50
39 C 0.80 2.24 5.52
40 C -0.38 4.34 4.89
41 C -1.45 2.13 4.40
42 O 1.78 3.56 1.00
43 C 3.00 4.22 1.40
44 C 3.67 4.68 0.11
45 C 2.63 5.41 2.27
46 C 3.90 3.24 2.15
47 H -1.33 5.05 -1.23
48 H -0.13 3.78 -1.48
49 H 0.09 4.95 -0.17
50 H -2.59 5.10 1.01
51 H -1.19 4.65 2.00
52 H -2.64 3.63 2.00
53 H -3.34 3.45 -0.78
54 H -2.96 1.95 0.07
55 H -2.16 2.34 -1.47
56 H 1.72 2.82 5.62
57 H 1.06 1.23 5.22
58 H 0.31 2.20 6.49
59 H 0.56 4.89 4.93
60 H -0.84 4.38 5.88
61 H -1.05 4.83 4.18
62 H -1.30 1.15 3.95
63 H -2.17 2.68 3.80
64 H -1.86 1.99 5.40
65 H 3.00 5.35 -0.44
66 H 3.90 3.82 -0.53
67 H 4.59 5.21 0.33
68 H 1.99 6.09 1.71
69 H 3.53 5.95 2.58
70 H 2.10 5.07 3.16
71 H 4.12 2.37 1.52
72 H 3.42 2.91 3.07
73 H 4.84 3.73 2.40
74 Se 2.29 -1.09 4.09
75 N 0.92 -2.03 4.66
76 C -0.12 -1.92 3.83
77 C -1.37 -2.53 4.00
78 C -2.34 -2.28 3.04
79 C -2.06 -1.51 1.93
80 N -0.86 -0.94 1.72
81 C 0.05 -1.09 2.67
82 N 1.23 -0.43 2.67
83 H -1.55 -3.16 4.86
84 H -3.33 -2.72 3.14
85 H -2.81 -1.34 1.17

Properties
E_LUMO (alpha / beta) ... -2.96 / -5.24 eV
Relative energy (zero: lowest compared OMol25 entry of this formula, charge and spin) ... 0.779 eV
Total charge ... +1
Electronic energy ... -137785.313 eV
E_HOMO (alpha / beta) ... -0.3553 / -0.4038 Eh
2S+1 ... 5

Here are the Löwdin charges for atoms 1 to 4, given in e: Pt 1.144; O -0.227; C -0.326; C 0.001


Calculated M in order - 995.656, 124.186, 264.026, 502.458, 896.882 u
Calculated F_max in order - 0.6, 2.8, 3.9, 0.7, 1.6 eV/Å